# 1
ORCA calculation (ωB97M-V with the def2-TZVPD basis set) on a cluster of 2 separate species, C7H14O in total.

Last column: Löwdin charge in e.
Atoms and positions in Å:
C 0.248 2.293 -1.761  -0.08
C 0.237 1.764 -0.239  -0.19
C -0.925 0.866 -0.001  -0.31
C -2.093 1.014 -0.676  0.05
C 0.527 -1.665 2.426  -0.11
C 0.453 -0.636 1.354  -0.15
C -0.769 -0.308 0.925  -0.08
H 1.156 2.001 -2.217  0.04
H 0.010 3.385 -1.764  0.08
H -0.498 1.798 -2.357  0.04
H 1.218 1.356 -0.173  0.07
H 0.322 2.538 0.532  0.12
H -2.189 1.886 -1.332  0.06
H -2.870 0.313 -0.764  0.04
H -0.057 -2.598 2.415  0.08
H 1.526 -2.118 2.263  0.08
H 0.466 -1.171 3.383  0.07
H 1.310 -0.186 0.906  0.09
H -1.644 -0.591 1.445  0.10
H 1.808 -2.976 -2.206  0.01
H 0.699 -2.197 -1.402  0.04
O 1.564 -2.650 -1.355  -0.06

Forces on the atoms, in the same order (eV/Å):
-1.1626 1.0560 2.0930
-0.0241 1.2939 -2.0171
-1.6654 -1.7705 -0.3636
2.1184 1.5478 -0.0639
2.5581 -1.2215 -0.4030
-2.8484 -1.1638 0.0256
1.6759 2.7666 -0.8107
1.2399 0.4236 -0.3772
0.6126 -0.8042 -0.4124
-0.4243 -0.1379 0.0137
0.4093 -1.2285 0.3729
-0.5166 0.3529 -0.3394
-0.1459 -0.3736 0.2187
-0.8956 -0.8637 0.6122
-0.7464 0.9028 -0.3782
-0.0684 0.2861 0.8990
0.1438 -0.1622 0.5451
0.5841 -0.0731 0.1188
-0.8264 -0.8817 0.1971
-0.0980 -0.1696 -0.9426
0.7236 -0.4401 -0.2463
-0.6437 0.6607 1.2583

The SMILES is C=C(/C=C/C)CC.O. For the HOMO energy, the calculation gives -0.311 Eh. The value obtained for the HOMO-LUMO gap is 9.27 eV. The calculation puts the calculated total energy at -350.26937 Ha. The relative energy (zero: lowest compared OMol25 entry of this formula, charge and spin) comes out at 236.53 kJ/mol. As for the total charge: 0. For the maximum force, the calculation gives 3.33 eV Å⁻¹.

# 2
ORCA calculation (ωB97M-V with the def2-TZVPD basis set) on a structure of composition C7H14O.

Last column: Löwdin spin population.
Atoms and positions in Å:
C -0.621 -1.154 1.412  0.00
C -1.427 -0.049 0.717  0.00
C -0.794 0.404 -0.583  0.00
C 0.308 1.170 -0.595  0.01
C 1.032 1.631 0.579  0.00
C 2.259 1.187 1.084  0.00
C -1.266 -0.201 -1.854  0.05
H -0.605 -2.036 0.792  0.00
H 0.426 -0.849 1.544  0.00
H -0.993 -1.314 2.418  0.00
H -1.392 0.865 1.326  0.00
H -2.437 -0.388 0.545  0.00
H 0.883 1.238 -1.516  0.00
H 0.502 2.239 1.321  0.00
H 2.533 1.562 2.064  0.00
H 2.206 2.020 0.173  0.00
H -1.089 0.413 -2.725  0.00
H -0.769 -1.181 -1.987  0.01
H -2.328 -0.410 -1.820  0.00
H 2.999 0.565 0.591  0.00
H 0.179 -3.287 -1.944  0.02
O 0.394 -2.424 -1.541  0.91

Forces on the atoms, in the same order (eV/Å):
0.5368 0.7309 -0.0383
0.8939 0.8929 -0.2538
0.1256 -0.4756 0.4115
1.0927 0.0062 -0.7803
-1.5617 -2.0019 1.3834
0.1878 0.3343 -0.2293
-0.4012 -0.1839 -0.1108
-0.1188 -0.4607 0.1266
-0.1506 -0.0536 -0.1159
-0.2816 -0.3611 -0.0502
-0.5563 -0.2778 0.3513
-0.3723 0.1763 0.0837
-0.2255 0.0418 -0.1236
0.1763 0.2561 -0.3895
0.2102 0.3124 -0.2206
0.6929 1.4373 0.1485
0.3030 0.1189 -0.1790
-0.1362 0.3859 -0.0548
-0.2716 -0.0166 0.1162
-0.4589 -0.5581 -0.1580
-0.0459 0.0437 -0.0557
0.3612 -0.3477 0.1387

The spin multiplicity is 2. Its expectation value of S² is 0.754. For the HOMO energy (alpha / beta), the calculation gives -0.502 / -0.505 Eh. The value obtained for the HOMO-LUMO gap (alpha / beta) is 8.61 / 8.20 eV. The calculation puts the calculated total energy at -349.88999 Ha. The relative energy (zero: lowest compared OMol25 entry of this formula, charge and spin) comes out at 334.20 kJ/mol. As for the total charge: +1. For the maximum force, the calculation gives 2.89 eV Å⁻¹.

# 3
ORCA calculation (ωB97M-V with the def2-TZVPD basis set) on a cluster of 2 separate species, C7H14O in total.

Last column: Löwdin spin population.
Atoms and positions in Å:
C -2.498 2.045 0.993  0.03
C -1.838 0.781 1.566  0.03
C -1.202 -0.031 0.508  0.26
C 0.181 -0.148 0.308  0.31
C 1.191 0.540 1.087  0.06
C 1.328 0.295 2.401  0.17
C -2.069 -0.574 -0.535  0.05
H -3.372 1.844 0.384  0.00
H -1.853 2.531 0.242  0.00
H -2.652 2.793 1.771  0.00
H -1.103 1.037 2.323  0.00
H -2.621 0.181 2.030  0.01
H 0.575 -0.771 -0.490  0.01
H 1.817 1.238 0.536  0.01
H 2.134 0.714 2.979  0.01
H 0.635 -0.397 2.868  0.01
H -2.412 0.249 -1.182  0.02
H -2.997 -0.914 -0.119  0.01
H -1.562 -1.290 -1.167  0.00
H 4.643 -1.740 -4.572  0.00
H 3.570 -2.797 -4.334  0.00
O 4.227 -2.512 -4.986  0.00

Forces on the atoms, in the same order (eV/Å):
0.8161 0.7514 -1.0915
0.2404 -0.2652 0.3029
-0.3449 0.1668 -0.3734
0.9225 0.1752 0.6661
-0.6632 0.1426 -0.1186
-0.3421 0.0753 -0.2088
0.0940 0.2627 -0.3950
-0.5175 -0.1958 0.5257
0.2442 -0.0900 0.4352
-0.3649 -0.2745 -0.0284
-0.0768 0.1924 0.0882
0.0012 -0.1304 0.0757
-0.3553 0.2936 -0.4000
0.4410 -0.4070 0.0615
0.0942 0.0307 0.1042
0.2113 0.0357 0.2071
0.2510 0.1028 -0.0184
-0.5234 -0.5907 0.2540
-0.1419 -0.2684 -0.0771
-0.0729 -0.3099 -0.2578
0.2072 -0.0129 -0.2657
-0.1201 0.3158 0.5142

The spin multiplicity is 2. Its expectation value of S² is 0.760. For the HOMO energy (alpha / beta), the calculation gives -0.494 / -0.494 Eh. The value obtained for the HOMO-LUMO gap (alpha / beta) is 9.15 / 5.47 eV. The calculation puts the calculated total energy at -349.99157 Ha. The relative energy (zero: lowest compared OMol25 entry of this formula, charge and spin) comes out at 67.49 kJ/mol. As for the total charge: +1. For the maximum force, the calculation gives 1.56 eV Å⁻¹.

# 4
ORCA calculation (ωB97M-V with the def2-TZVPD basis set) on a structure of composition C7H14O2.

Last column: Löwdin charge in e.
Atoms and positions in Å:
C 0.726 -0.554 -0.576  -0.43
C -0.880 0.727 0.385  -0.25
C 0.755 -2.028 -0.989  -0.03
C 1.720 -0.300 0.532  -0.02
C -0.891 1.039 1.845  -0.04
C -1.055 1.882 -0.539  -0.03
C -1.147 -0.650 0.060  -0.45
O 0.973 0.259 -1.673  -0.01
O -1.221 -1.566 0.897  -0.08
H 0.540 -0.110 -2.453  0.12
H -1.651 -0.717 -0.940  0.15
H 1.376 -0.797 1.436  0.09
H 0.390 -2.661 -0.185  0.09
H 1.785 -2.292 -1.234  0.09
H 0.137 -2.212 -1.870  0.09
H 1.844 0.766 0.708  0.09
H 2.700 -0.694 0.259  0.09
H -0.235 1.999 -1.246  0.08
H -0.549 0.177 2.419  0.08
H -1.935 1.186 2.135  0.11
H -0.301 1.912 2.115  0.09
H -1.089 2.823 0.013  0.08
H -1.990 1.812 -1.099  0.09

Forces on the atoms, in the same order (eV/Å):
0.9974 0.1678 -0.3367
-0.3890 -0.7349 0.2113
-0.3692 0.1295 0.1511
-0.1070 0.3158 -0.1991
1.0112 -0.5139 0.0960
-0.0846 0.1829 -0.0820
-1.3574 1.2739 -0.1287
0.1259 0.0350 0.1356
-0.1423 -0.3764 0.2017
0.0162 -0.0595 0.0910
0.4960 -0.3525 -0.0126
-0.0125 -0.0068 0.0835
0.0295 0.0316 -0.0085
0.0684 0.1228 0.0281
-0.0878 0.0421 -0.0159
-0.0507 0.0794 0.1090
-0.0035 -0.1489 -0.0566
0.0480 -0.2494 -0.1425
-0.0569 0.0267 -0.0227
-0.0644 0.1224 -0.0979
-0.0842 0.1648 -0.0422
-0.0584 -0.1318 0.1846
0.0754 -0.1206 -0.1467

For the HOMO energy, the calculation gives -0.290 Eh. The value obtained for the HOMO-LUMO gap is 8.26 eV. The calculation puts the calculated total energy at -425.49341 Ha. The relative energy (zero: lowest compared OMol25 entry of this formula, charge and spin) comes out at 293.61 kJ/mol. As for the total charge: 0. For the maximum force, the calculation gives 1.87 eV Å⁻¹.

# 5
ORCA calculation (ωB97M-V with the def2-TZVPD basis set) on the ion C7H14O3P with charge -1.

Last column: Löwdin charge in e.
Atoms and positions in Å:
C 0.409 -0.526 0.944  -0.55
C 3.049 -0.399 -1.286  -0.14
C 1.112 1.831 0.482  -0.12
C -2.325 -1.852 -0.271  -0.15
C -3.408 0.809 0.375  -0.15
C 2.717 -0.117 0.199  -0.23
C 1.289 0.381 0.472  -0.31
O 0.519 -1.705 1.190  -0.01
O -0.973 0.082 1.075  -0.19
O -1.326 0.421 -1.420  -0.31
P -1.814 -0.090 -0.165  0.41
H 4.056 -0.770 -1.510  0.03
H 3.059 0.629 -1.999  0.12
H 2.487 -1.216 -1.646  0.04
H 2.104 2.404 0.579  0.09
H 0.491 2.188 1.301  0.06
H 0.629 2.135 -0.426  0.05
H -3.146 -1.971 -0.882  0.00
H -1.702 -2.550 -0.742  0.03
H -2.492 -2.019 0.805  0.06
H -3.518 1.807 -0.150  0.05
H -4.220 0.058 0.420  0.03
H -3.297 1.144 1.409  0.02
H 3.464 0.494 0.657  0.07
H 2.838 -1.168 0.590  0.11

Forces on the atoms, in the same order (eV/Å):
0.9934 1.2444 -0.6451
1.3980 3.6559 -1.4602
0.7909 1.6207 0.0717
0.7371 1.7097 2.1945
1.0093 0.0864 0.3563
-0.8789 -2.3455 -0.6555
2.2604 -0.8604 0.5060
-0.6656 -2.0429 0.5327
1.2722 0.0175 2.5022
0.8124 1.0282 -2.4589
-3.6288 -0.5103 -0.6394
0.4376 0.1625 0.7669
-0.7121 -2.7642 1.6687
-1.4966 -0.3325 -0.7453
-1.2016 -0.8595 -0.2380
-0.1839 0.0206 0.1828
-0.2340 0.7309 -0.6728
-2.6131 0.3043 -0.8627
1.9211 -0.6540 0.0454
-0.2237 -0.8604 -0.5364
-0.3501 -1.6499 -0.1164
-0.0525 0.8774 -0.6645
0.2807 -0.2977 0.1940
0.5763 0.6457 0.3074
-0.2485 1.0730 0.3666

The SMILES is CC/C(C)=C(\[O-])OP(C)(C)=O. For the HOMO energy, the calculation gives -0.093 Eh. The value obtained for the HOMO-LUMO gap is 6.20 eV. The calculation puts the calculated total energy at -842.24268 Ha. The relative energy (zero: lowest compared OMol25 entry of this formula, charge and spin) comes out at 113.23 kJ/mol. As for the total charge: -1. For the maximum force, the calculation gives 4.18 eV Å⁻¹.

# 6
ORCA calculation (ωB97M-V with the def2-TZVPD basis set) on a structure of composition C7H14O5Se.

Last column: Löwdin charge in e.
Atoms and positions in Å:
C 0.361 -1.077 -0.073  -0.28
C -0.899 -0.339 0.498  -0.36
C 1.731 -0.893 0.818  -0.41
C -1.507 0.826 -0.415  -0.44
C 2.445 0.271 0.312  -0.56
C 3.242 0.135 -0.945  -0.10
C -2.697 1.542 0.321  -0.21
O -0.667 1.859 -0.732  -0.34
O 0.089 -2.439 -0.198  -0.01
O -2.013 -1.116 0.772  -0.06
O 2.506 -2.083 0.839  -0.02
O -3.932 0.881 0.350  -0.06
Se 1.273 1.596 0.495  1.27
H 0.474 -0.840 -1.070  0.12
H -0.637 0.132 1.388  0.08
H 1.346 -0.623 1.968  0.19
H -1.849 0.320 -1.491  0.19
H 3.630 1.146 -1.351  0.11
H 2.437 -0.206 -1.606  0.09
H 4.058 -0.564 -1.016  0.08
H -2.823 2.452 -0.219  0.11
H -2.229 1.728 1.271  0.12
H -0.434 -2.703 0.557  0.10
H -2.495 -1.422 -0.145  0.20
H 1.977 -2.812 0.417  0.11
H -4.055 0.305 1.123  0.09
H 2.011 2.796 -0.113  0.00

Forces on the atoms, in the same order (eV/Å):
-0.4882 -1.1704 2.3072
-0.8625 1.4015 -2.7738
-2.1326 -1.4201 2.6313
-0.1476 -0.6255 -2.2433
0.7259 0.9379 -0.8981
-0.0204 1.8783 -1.0537
0.9429 -1.7296 -0.7432
1.7434 -0.1000 0.4776
0.1319 -0.9787 -0.0003
-1.7597 -2.8993 -2.3540
-0.8011 0.1225 -0.6152
-0.7275 -0.2899 0.4150
-0.0133 2.6917 0.2513
0.9263 1.4267 -2.1212
0.3016 0.6156 1.8860
0.8914 -0.8590 -2.6739
0.3479 0.6061 2.4905
-0.7577 -1.5551 0.7577
0.4702 -0.0874 -0.7303
0.0776 -0.3964 0.6082
-0.1956 0.6864 -0.2251
-0.3373 0.4210 0.9513
-0.4704 -0.2754 0.4046
1.9054 1.3696 3.1675
0.3381 1.0482 0.4780
0.5428 0.4019 -0.4600
-0.6315 -1.2207 0.0659

For the HOMO energy (alpha / beta), the calculation gives -0.309 / -0.293 Eh. The value obtained for the HOMO-LUMO gap (alpha / beta) is 7.76 / 7.07 eV. The calculation puts the calculated total energy at -3052.53004 Ha. The relative energy (zero: lowest compared OMol25 entry of this formula, charge and spin) comes out at 373.82 kJ/mol. As for the total charge: 0. For the maximum force, the calculation gives 4.13 eV Å⁻¹.